{
  "formula": "C18H20ClFeN2S2Si",
  "method": "ωB97M-V with the def2-TZVPD basis set",
  "max_force_ev_per_a": 0.7,
  "relative_energy_kcal_mol": 0.0,
  "multiplicity": 5,
  "charge": -1,
  "homo_lumo_gap_ha": [0.2224, 0.2532],
  "elements": ["Fe", "C", "Si", "C", "C", "C", "C", "C", "C", "N", "C", "S", "H", "H", "H", "H", "H", "H", "H", "H", "H", "H", "H", "H", "S", "C", "C", "C", "C", "C", "C", "C", "C", "C", "N", "H", "H", "H", "H", "H", "H", "Cl", "C", "H", "H"],
  "positions_angstrom": [[2.073, -0.108, -0.249], [-4.430, -0.522, -2.676], [-3.057, 0.776, -2.692], [-2.096, 0.591, -4.291], [-3.875, 2.480, -2.698], [-2.108, 0.616, -1.075], [-2.840, 0.815, 0.094], [-2.255, 0.734, 1.352], [-0.904, 0.443, 1.408], [-0.180, 0.233, 0.319], [-0.734, 0.316, -0.908], [0.418, 0.019, -2.162], [-5.068, -0.431, -3.558], [-5.063, -0.428, -1.790], [-4.001, -1.527, -2.671], [-2.782, 0.719, -5.135], [-1.626, -0.389, -4.363], [-1.302, 1.333, -4.367], [-4.501, 2.609, -3.585], [-3.116, 3.265, -2.703], [-4.504, 2.632, -1.818], [-3.900, 1.045, 0.026], [-2.826, 0.898, 2.256], [-0.364, 0.382, 2.348], [3.180, 1.154, 4.053], [3.228, 2.638, 3.188], [2.875, 2.471, 1.879], [2.559, 1.134, 1.495], [2.694, 0.314, 2.594], [2.448, -1.114, 2.577], [2.551, -1.958, 3.691], [2.264, -3.298, 3.558], [1.878, -3.796, 2.315], [1.808, -2.909, 1.259], [2.080, -1.613, 1.377], [3.510, 3.548, 3.696], [2.849, 3.309, 1.192], [2.851, -1.546, 4.646], [2.338, -3.958, 4.414], [1.647, -4.842, 2.169], [1.537, -3.237, 0.262], [3.614, -2.075, -1.778], [3.983, -0.366, -1.116], [4.269, 0.177, -2.018], [4.876, -0.537, -0.514]]
}

---

{
  "formula": "C18H54NO12",
  "method": "ωB97M-V with the def2-TZVPD basis set",
  "max_force_ev_per_a": 11.3,
  "relative_energy_kcal_mol": 261.7,
  "charge": -1,
  "homo_lumo_gap_ha": 0.3500,
  "elements": ["N", "O", "O", "O", "C", "C", "O", "H", "H", "H", "H", "H", "H", "C", "C", "O", "H", "H", "H", "H", "H", "H", "C", "C", "O", "H", "H", "H", "H", "H", "H", "C", "C", "O", "H", "H", "H", "H", "H", "H", "C", "C", "O", "H", "H", "H", "H", "H", "H", "C", "C", "O", "H", "H", "H", "H", "H", "H", "C", "C", "O", "H", "H", "H", "H", "H", "H", "C", "C", "O", "H", "H", "H", "H", "H", "H", "C", "C", "O", "H", "H", "H", "H", "H", "H"],
  "positions_angstrom": [[0.069, -0.381, 0.997], [-0.826, -0.581, 0.140], [0.954, -1.318, 1.038], [0.300, 0.687, 1.406], [4.841, -2.033, 4.221], [3.757, -1.623, 3.185], [3.113, -2.639, 2.542], [5.363, -1.357, 4.794], [5.623, -2.641, 3.745], [4.263, -2.689, 4.956], [4.227, -0.737, 2.568], [2.977, -1.074, 3.656], [2.397, -2.276, 1.976], [-4.854, -2.709, 2.008], [-3.607, -1.864, 1.730], [-3.230, -2.012, 0.362], [-5.653, -2.384, 1.097], [-5.407, -2.790, 3.137], [-4.774, -3.851, 1.804], [-2.832, -2.126, 2.399], [-3.628, -0.869, 2.056], [-2.523, -1.612, 0.160], [4.814, 1.856, 0.528], [3.478, 1.564, 1.032], [3.013, 0.520, 0.306], [5.424, 0.955, 0.723], [5.248, 2.888, 0.883], [5.100, 2.208, -0.425], [2.677, 2.212, 1.000], [3.352, 1.435, 2.151], [2.299, 0.240, 0.749], [0.499, 2.383, -3.247], [0.732, 2.100, -1.718], [-0.524, 1.962, -1.007], [1.241, 2.360, -3.995], [0.154, 3.465, -3.254], [-0.091, 1.666, -3.687], [1.507, 2.788, -1.196], [1.011, 1.084, -1.686], [-0.366, 1.481, -0.240], [-0.685, -3.554, -3.755], [-0.538, -2.817, -2.484], [-0.003, -1.498, -2.559], [-0.978, -4.650, -3.747], [0.182, -3.218, -4.316], [-1.264, -3.103, -4.332], [-0.038, -3.491, -1.897], [-1.520, -2.769, -1.831], [-0.329, -1.164, -1.665], [-3.071, -0.261, -2.849], [-3.034, 0.763, -4.005], [-4.121, 0.789, -4.763], [-3.918, -0.226, -2.260], [-2.402, 0.287, -2.040], [-2.606, -1.156, -3.183], [-2.213, 0.913, -4.518], [-2.880, 1.645, -3.610], [-4.264, -0.157, -4.863], [-4.989, 2.118, 0.619], [-3.550, 1.996, 0.214], [-3.325, 2.876, -0.742], [-5.012, 3.211, 0.969], [-5.083, 1.414, 1.546], [-5.509, 1.815, -0.086], [-3.131, 0.981, -0.010], [-2.823, 2.379, 1.079], [-2.481, 2.811, -0.977], [3.528, -3.228, -2.939], [3.351, -2.315, -1.707], [4.480, -1.850, -1.171], [4.063, -4.175, -2.762], [4.238, -2.777, -3.516], [2.493, -3.557, -3.441], [2.735, -2.626, -0.846], [2.749, -1.498, -2.041], [4.325, -1.056, -0.672], [-0.396, 4.097, 5.218], [-0.408, 3.615, 3.754], [0.598, 2.681, 3.496], [-1.187, 4.934, 5.264], [0.534, 4.545, 5.592], [-0.512, 3.181, 5.827], [-0.061, 4.506, 3.086], [-1.375, 3.185, 3.410], [0.313, 2.117, 2.619]]
}